(1)
Computed, not measured: C44H74NO2Se2Si2Sr as an isolated structure, with wB97M-V/def2-TZVPD.

Values from the calculation:
Kohn-Sham gap (spin up / spin down) = 4.92 / 5.80 eV
net charge = -1
E_tot = -7338.9177 a.u.

Element x y z (Å)
Sr -0.744 -1.541 -2.025
C 3.453 -1.319 3.918
C 4.308 -0.921 2.709
C 5.358 -2.023 2.487
C 5.026 0.391 3.047
C 3.479 -0.762 1.437
C 2.114 -0.892 1.425
C 1.392 -0.910 0.213
N 0.094 -1.164 0.106
C -0.815 -1.246 1.092
C -0.883 -0.427 2.226
C -1.860 -0.629 3.178
C -2.595 -1.819 3.088
C -2.564 -2.664 1.995
C -1.821 -2.256 0.844
O -1.965 -2.735 -0.329
C -3.247 -4.022 2.117
C -3.128 -4.886 0.861
C -2.546 -4.760 3.272
C -4.743 -3.878 2.422
C -2.097 0.324 4.341
C -3.599 0.584 4.527
C -1.430 1.677 4.078
C -1.521 -0.293 5.623
C 2.093 -0.863 -1.060
O 1.449 -1.073 -2.129
C 3.504 -0.610 -1.020
C 4.130 -0.541 0.203
C 4.274 -0.556 -2.336
C 3.647 0.475 -3.283
C 5.750 -0.191 -2.151
C 4.199 -1.947 -2.985
H 4.092 -1.478 4.787
H 2.739 -0.536 4.166
H 2.915 -2.244 3.725
H 5.898 -2.226 3.411
H 4.878 -2.943 2.159
H 6.086 -1.728 1.737
H 5.646 0.264 3.937
H 5.667 0.703 2.227
H 4.299 1.178 3.239
H 1.557 -1.088 2.327
H -0.193 0.399 2.270
H -3.227 -2.086 3.924
H -2.098 -4.958 0.523
H -3.500 -5.888 1.075
H -3.712 -4.461 0.049
H -1.497 -4.906 3.023
H -2.593 -4.181 4.189
H -3.003 -5.732 3.451
H -5.220 -3.288 1.643
H -5.213 -4.861 2.446
H -4.919 -3.393 3.378
H -3.994 1.101 3.654
H -4.157 -0.339 4.662
H -3.772 1.215 5.399
H -1.726 2.050 3.096
H -1.734 2.403 4.831
H -0.347 1.589 4.106
H -2.019 -1.233 5.856
H -0.459 -0.498 5.496
H -1.647 0.385 6.467
H 5.191 -0.353 0.241
H 3.672 1.466 -2.835
H 4.190 0.507 -4.227
H 2.612 0.210 -3.482
H 5.839 0.767 -1.644
H 6.272 -0.951 -1.576
H 6.235 -0.105 -3.123
H 3.164 -2.181 -3.226
H 4.784 -1.970 -3.905
H 4.586 -2.709 -2.306
C -1.733 -2.504 -4.299
C -1.680 -1.130 -4.719
C -0.509 -0.961 -5.450
C 0.165 -2.181 -5.497
C -0.583 -3.134 -4.824
H -2.651 -3.023 -4.044
H -2.530 -0.456 -4.715
H -0.169 -0.041 -5.897
H 1.121 -2.352 -5.967
H -0.357 -4.190 -4.744
C -5.448 -2.105 -2.440
Se -5.056 -0.235 -2.060
C -4.623 -0.530 -0.160
C -4.303 0.711 0.636
Se -2.642 1.636 0.118
C -3.480 2.956 -1.058
H -4.606 -2.708 -2.108
H -5.582 -2.209 -3.513
H -6.361 -2.398 -1.920
H -3.783 -1.224 -0.142
H -5.507 -1.018 0.262
H -4.159 0.411 1.675
H -5.102 1.455 0.582
H -4.175 3.569 -0.488
H -4.001 2.433 -1.857
H -2.685 3.578 -1.459
C -1.311 2.605 -3.931
Si 0.007 3.736 -3.129
C -0.765 5.503 -2.986
C 1.432 3.951 -4.406
C 0.507 3.044 -1.480
Si 1.732 3.701 -0.250
C 1.331 5.522 0.226
C 1.687 2.643 1.340
C 3.552 3.716 -0.879
H -2.116 3.159 -4.406
H -1.749 1.942 -3.188
H -0.864 1.974 -4.690
H -1.345 5.771 -3.867
H 0.007 6.257 -2.869
H -1.421 5.579 -2.125
H 1.087 4.413 -5.328
H 1.874 2.992 -4.658
H 2.213 4.583 -3.995
H 0.085 2.069 -1.236
H 0.297 5.629 0.534
H 1.480 6.190 -0.615
H 1.950 5.881 1.042
H 0.686 2.639 1.757
H 2.370 2.972 2.118
H 1.947 1.618 1.098
H 3.592 4.063 -1.907
H 3.969 2.714 -0.855
H 4.203 4.357 -0.289

Here are the natural (NBO) charges for atoms 1 to 99, given in e: atom 1 (Sr): 1.8461, atom 2 (C): -0.6034, atom 3 (C): -0.0887, atom 4 (C): -0.5973, atom 5 (C): -0.5960, atom 6 (C): 0.0442, atom 7 (C): -0.3084, atom 8 (C): 0.1298, atom 9 (N): -0.6307, atom 10 (C): 0.0710, atom 11 (C): -0.3084, atom 12 (C): -0.0043, atom 13 (C): -0.1762, atom 14 (C): -0.1800, atom 15 (C): 0.4500, atom 16 (O): -0.8982, atom 17 (C): -0.0717, atom 18 (C): -0.5902, atom 19 (C): -0.5913, atom 20 (C): -0.5937, atom 21 (C): -0.0944, atom 22 (C): -0.5955, atom 23 (C): -0.6056, atom 24 (C): -0.5945, atom 25 (C): 0.3646, atom 26 (O): -0.8547, atom 27 (C): -0.0243, atom 28 (C): -0.2649, atom 29 (C): -0.0872, atom 30 (C): -0.6109, atom 31 (C): -0.6019, atom 32 (C): -0.6063, atom 33 (H): 0.2006, atom 34 (H): 0.2091, atom 35 (H): 0.2141, atom 36 (H): 0.1959, atom 37 (H): 0.2133, atom 38 (H): 0.2042, atom 39 (H): 0.1958, atom 40 (H): 0.2047, atom 41 (H): 0.2103, atom 42 (H): 0.2191, atom 43 (H): 0.2214, atom 44 (H): 0.1824, atom 45 (H): 0.2241, atom 46 (H): 0.1831, atom 47 (H): 0.2165, atom 48 (H): 0.2117, atom 49 (H): 0.2007, atom 50 (H): 0.1930, atom 51 (H): 0.2056, atom 52 (H): 0.1970, atom 53 (H): 0.1968, atom 54 (H): 0.2043, atom 55 (H): 0.2042, atom 56 (H): 0.1974, atom 57 (H): 0.2233, atom 58 (H): 0.1989, atom 59 (H): 0.2055, atom 60 (H): 0.2028, atom 61 (H): 0.2097, atom 62 (H): 0.1931, atom 63 (H): 0.1988, atom 64 (H): 0.1978, atom 65 (H): 0.1937, atom 66 (H): 0.2497, atom 67 (H): 0.2027, atom 68 (H): 0.2005, atom 69 (H): 0.2055, atom 70 (H): 0.2448, atom 71 (H): 0.1929, atom 72 (H): 0.1977, atom 73 (C): -0.5222, atom 74 (C): -0.4454, atom 75 (C): -0.3151, atom 76 (C): -0.3391, atom 77 (C): -0.3382, atom 78 (H): 0.2074, atom 79 (H): 0.2086, atom 80 (H): 0.1913, atom 81 (H): 0.1953, atom 82 (H): 0.1974, atom 83 (C): -0.7800, atom 84 (Se): 0.2224, atom 85 (C): -0.5742, atom 86 (C): -0.5749, atom 87 (Se): 0.2638, atom 88 (C): -0.7934, atom 89 (H): 0.2337, atom 90 (H): 0.2305, atom 91 (H): 0.2089, atom 92 (H): 0.2496, atom 93 (H): 0.2108, atom 94 (H): 0.2462, atom 95 (H): 0.2143, atom 96 (H): 0.2108, atom 97 (H): 0.2232, atom 98 (H): 0.2315, atom 99 (C): -1.0993

(2)
Computed, not measured: a 7-piece molecular cluster, C14H44N2O10 overall, with wB97M-V/def2-TZVPD.

Values from the calculation:
Kohn-Sham gap = 9.05 eV
E_tot = -1421.6307 a.u.

Element x y z (Å)
C -20.917 12.733 11.763
O -20.258 11.570 12.223
C -19.918 10.671 11.198
C -19.244 9.451 11.770
C -17.764 9.642 12.070
N -19.356 8.303 10.832
H -21.386 13.196 12.629
H -21.637 12.508 10.969
H -20.216 13.474 11.354
H -20.788 10.325 10.614
H -19.298 11.195 10.445
H -19.751 9.135 12.681
H -17.174 10.081 11.261
H -17.290 8.707 12.357
H -17.715 10.362 12.898
H -20.336 8.148 10.608
H -18.934 8.536 9.936
C -16.565 13.772 15.405
O -17.905 13.351 15.302
C -18.243 12.336 16.223
C -19.752 12.247 16.327
C -20.179 11.559 17.617
N -20.354 11.537 15.183
H -16.532 14.817 15.075
H -15.806 13.231 14.833
H -16.294 13.844 16.467
H -17.800 11.372 15.936
H -17.873 12.593 17.225
H -20.086 13.296 16.373
H -19.673 12.030 18.466
H -19.972 10.492 17.588
H -21.235 11.759 17.815
H -21.358 11.620 15.278
H -20.016 11.961 14.330
O -14.050 18.006 9.429
C -15.184 17.588 8.703
C -16.354 18.526 8.891
O -16.159 19.674 8.054
H -13.996 18.965 9.376
H -14.988 17.533 7.627
H -15.530 16.619 9.067
H -16.457 18.850 9.933
H -17.298 18.030 8.632
H -16.995 20.131 7.938
O -18.133 15.309 11.440
C -16.866 14.741 11.663
C -16.797 13.265 11.286
O -16.719 13.117 9.865
H -18.433 15.085 10.544
H -16.087 15.258 11.087
H -16.616 14.830 12.722
H -17.715 12.761 11.593
H -15.910 12.826 11.750
H -15.795 13.108 9.562
O -12.119 12.526 7.364
C -13.359 12.797 6.745
C -14.047 13.846 7.551
O -14.185 13.391 8.910
H -11.635 11.856 6.876
H -13.251 13.101 5.694
H -13.982 11.892 6.691
H -15.059 14.042 7.209
H -13.457 14.765 7.591
H -13.306 13.243 9.274
O -18.982 14.389 9.015
H -18.958 14.394 8.054
H -18.378 13.660 9.241
O -18.362 17.167 13.584
H -18.174 16.543 12.864
H -18.314 18.033 13.172

Charges per atom according to natural (NBO) partitioning, unit e: atom 1 (C): -0.2536, atom 2 (O): -0.5552, atom 3 (C): -0.0625, atom 4 (C): -0.0805, atom 5 (C): -0.6174, atom 6 (N): -0.8232, atom 7 (H): 0.1943, atom 8 (H): 0.1670, atom 9 (H): 0.1814, atom 10 (H): 0.1572, atom 11 (H): 0.1560, atom 12 (H): 0.2084, atom 13 (H): 0.1998, atom 14 (H): 0.2222, atom 15 (H): 0.2167, atom 16 (H): 0.3468, atom 17 (H): 0.3425, atom 18 (C): -0.2558, atom 19 (O): -0.5428, atom 20 (C): -0.0619, atom 21 (C): -0.0723, atom 22 (C): -0.6125, atom 23 (N): -0.8449, atom 24 (H): 0.1962, atom 25 (H): 0.1643, atom 26 (H): 0.1679, atom 27 (H): 0.1701, atom 28 (H): 0.1606, atom 29 (H): 0.1712, atom 30 (H): 0.2028, atom 31 (H): 0.2142, atom 32 (H): 0.2072, atom 33 (H): 0.3526, atom 34 (H): 0.3831, atom 35 (O): -0.7154, atom 36 (C): -0.0859, atom 37 (C): -0.0945, atom 38 (O): -0.7407, atom 39 (H): 0.4734, atom 40 (H): 0.1672, atom 41 (H): 0.1807, atom 42 (H): 0.1704, atom 43 (H): 0.1705, atom 44 (H): 0.4739, atom 45 (O): -0.7662, atom 46 (C): -0.0925, atom 47 (C): -0.1006, atom 48 (O): -0.8001, atom 49 (H): 0.5072, atom 50 (H): 0.1598, atom 51 (H): 0.1866, atom 52 (H): 0.1943, atom 53 (H): 0.1750, atom 54 (H): 0.5162, atom 55 (O): -0.7335, atom 56 (C): -0.0918, atom 57 (C): -0.0860, atom 58 (O): -0.7558, atom 59 (H): 0.4820, atom 60 (H): 0.1700, atom 61 (H): 0.1665, atom 62 (H): 0.1928, atom 63 (H): 0.1853, atom 64 (H): 0.4970, atom 65 (O): -0.9778, atom 66 (H): 0.4800, atom 67 (H): 0.5036, atom 68 (O): -0.9608, atom 69 (H): 0.4914, atom 70 (H): 0.4580

(3)
Computed, not measured: one molecule with the formula C5H8N2O2, with wB97M-V/def2-TZVPD.

Values from the calculation:
Kohn-Sham gap = 8.14 eV
E_tot = -455.0759 a.u.

Element x y z (Å)
C 2.015 -1.193 -0.441
C 0.994 -1.256 0.170
C -0.138 -1.560 0.983
C -1.070 -0.334 1.192
N -1.453 0.083 -0.117
C -0.651 0.786 -0.945
N 0.189 1.756 -0.586
O 0.688 2.129 0.422
O 0.832 2.241 -1.860
H 3.049 -0.991 -0.748
H -0.799 -2.441 0.565
H 0.223 -1.851 2.022
H -2.062 -0.705 1.750
H -0.517 0.554 1.612
H -1.885 -0.830 -0.596
H -0.781 0.722 -2.051
H 1.367 2.889 -1.373

Charges per atom according to natural (NBO) partitioning, unit e: atom 1 (C): -0.2157, atom 2 (C): -0.0328, atom 3 (C): -0.5065, atom 4 (C): -0.2175, atom 5 (N): -0.6081, atom 6 (C): 0.1348, atom 7 (N): 0.3045, atom 8 (O): -0.5084, atom 9 (O): -0.6090, atom 10 (H): 0.2497, atom 11 (H): 0.2220, atom 12 (H): 0.2452, atom 13 (H): 0.2066, atom 14 (H): 0.2486, atom 15 (H): 0.3835, atom 16 (H): 0.2311, atom 17 (H): 0.4721

(4)
Computed, not measured: one molecule with the formula C5H7NO, with wB97M-V/def2-TZVPD.

Values from the calculation:
Kohn-Sham gap = 10.19 eV
E_tot = -324.6018 a.u.

Element x y z (Å)
O -1.886 0.830 2.604
C -1.987 1.080 1.218
C -0.953 0.373 0.447
C -0.096 -0.287 -0.089
C 0.957 -1.068 -0.699
C 1.674 -0.530 -1.884
N 2.348 -0.616 -0.597
H -1.818 -0.126 2.722
H -2.981 0.806 0.832
H -1.878 2.162 1.095
H 0.842 -2.144 -0.606
H 1.361 0.444 -2.253
H 2.037 -1.219 -2.642
H 2.378 0.296 -0.149

Charges per atom according to natural (NBO) partitioning, unit e: atom 1 (O): -0.6957, atom 2 (C): -0.1333, atom 3 (C): -0.0333, atom 4 (C): -0.0310, atom 5 (C): -0.1645, atom 6 (C): -0.2356, atom 7 (N): -0.5566, atom 8 (H): 0.4696, atom 9 (H): 0.1878, atom 10 (H): 0.2082, atom 11 (H): 0.2234, atom 12 (H): 0.2011, atom 13 (H): 0.2023, atom 14 (H): 0.3577

(5)
Computed, not measured: C34H42Cl2N4O5PtSi4 as an isolated structure, with wB97M-V/def2-TZVPD.

Values from the calculation:
Kohn-Sham gap = 5.23 eV
E_tot = -4113.7787 a.u.

Element x y z (Å)
Pt -0.648 0.291 0.243
Cl -4.813 5.817 -0.879
C -3.659 4.740 -0.195
C -3.447 3.509 -0.774
C -2.513 2.609 -0.242
N -2.315 1.359 -0.747
C -3.053 0.784 -1.722
O -3.898 1.314 -2.435
C -2.761 -0.680 -1.911
C -3.516 -1.387 -2.845
C -3.316 -2.748 -2.990
C -2.349 -3.357 -2.202
C -1.612 -2.574 -1.327
N -1.815 -1.274 -1.185
C -1.740 3.005 0.903
C -2.000 4.257 1.477
C -2.944 5.107 0.950
Cl -3.233 6.623 1.706
N -0.815 2.138 1.402
C -0.018 2.367 2.467
O 0.196 3.445 3.011
C 0.690 1.137 2.970
C 1.365 1.201 4.189
C 1.974 0.064 4.684
C 1.861 -1.115 3.961
C 1.196 -1.085 2.746
N 0.656 0.017 2.253
H -4.011 3.225 -1.647
H -4.243 -0.844 -3.428
H -3.890 -3.323 -3.704
H -2.145 -4.413 -2.275
H -0.830 -3.000 -0.713
H -1.440 4.550 2.347
H 1.398 2.143 4.714
H 2.519 0.089 5.616
H 2.294 -2.036 4.317
H 1.093 -1.976 2.142
O -1.764 -3.707 1.700
C -2.290 -3.627 2.937
C -2.598 -4.805 3.616
C -3.138 -4.760 4.884
C -3.387 -3.543 5.498
C -3.079 -2.368 4.839
C -2.522 -2.396 3.568
C -2.105 -1.085 2.907
O -2.039 -0.073 3.583
O -1.812 -1.205 1.671
H -1.702 -2.752 1.403
H -2.403 -5.743 3.120
H -3.369 -5.682 5.396
H -3.810 -3.512 6.489
H -3.260 -1.410 5.302
C 0.189 -1.450 -4.188
Si 0.917 0.235 -3.627
C 2.347 0.561 -4.876
C -0.309 1.667 -3.934
Si 1.220 0.038 -1.163
Si 2.372 2.581 -0.930
C 3.086 2.615 0.829
C 3.807 2.662 -2.185
C 1.030 3.889 -1.239
Si 3.008 -1.553 -0.775
C 3.959 -1.148 0.846
C 4.281 -1.667 -2.206
C 2.242 -3.305 -0.618
H -0.294 -1.371 -5.158
H -0.555 -1.822 -3.498
H 0.966 -2.204 -4.274
H 1.983 0.464 -5.897
H 3.179 -0.123 -4.764
H 2.738 1.567 -4.780
H -1.056 1.408 -4.676
H 0.210 2.549 -4.295
H -0.840 1.938 -3.030
H 3.884 1.891 0.955
H 2.323 2.403 1.569
H 3.488 3.599 1.060
H 4.472 1.811 -2.084
H 4.394 3.563 -2.029
H 3.450 2.681 -3.207
H 0.122 3.649 -0.693
H 0.771 3.968 -2.290
H 1.359 4.869 -0.900
H 4.905 -0.656 0.644
H 4.171 -2.042 1.426
H 3.374 -0.490 1.481
H 4.817 -0.736 -2.351
H 3.794 -1.910 -3.144
H 5.019 -2.441 -2.017
H 1.566 -3.372 0.230
H 3.000 -4.075 -0.488
H 1.673 -3.557 -1.511

Charges per atom according to Mulliken partitioning, unit e: atom 1 (Pt): 3.1719, atom 2 (Cl): -0.2252, atom 3 (C): 0.1602, atom 4 (C): -1.2841, atom 5 (C): 0.7411, atom 6 (N): 0.1898, atom 7 (C): 0.1272, atom 8 (O): -0.7696, atom 9 (C): 0.1399, atom 10 (C): -0.5474, atom 11 (C): -0.6635, atom 12 (C): -1.1493, atom 13 (C): -0.6281, atom 14 (N): 0.5384, atom 15 (C): -0.5164, atom 16 (C): -1.2904, atom 17 (C): -0.0653, atom 18 (Cl): -0.2182, atom 19 (N): 0.8299, atom 20 (C): 0.1053, atom 21 (O): -0.7409, atom 22 (C): 0.3041, atom 23 (C): -0.8203, atom 24 (C): -0.8739, atom 25 (C): -0.8651, atom 26 (C): -0.8596, atom 27 (N): 1.0154, atom 28 (H): 0.7754, atom 29 (H): 0.5994, atom 30 (H): 0.4452, atom 31 (H): 0.4946, atom 32 (H): 0.5486, atom 33 (H): 0.7289, atom 34 (H): 0.6107, atom 35 (H): 0.4551, atom 36 (H): 0.5667, atom 37 (H): 0.3713, atom 38 (O): -0.7267, atom 39 (C): -0.0781, atom 40 (C): -0.5757, atom 41 (C): -0.3915, atom 42 (C): -0.6659, atom 43 (C): -0.5447, atom 44 (C): 0.4833, atom 45 (C): 0.3700, atom 46 (O): -0.7114, atom 47 (O): -0.5402, atom 48 (H): 0.5486, atom 49 (H): 0.4139, atom 50 (H): 0.3815, atom 51 (H): 0.4007, atom 52 (H): 0.4754, atom 53 (C): -0.8168, atom 54 (Si): 0.7046, atom 55 (C): -1.1786, atom 56 (C): -0.9466, atom 57 (Si): -1.3980, atom 58 (Si): 0.0569, atom 59 (C): -0.7793, atom 60 (C): -1.0321, atom 61 (C): -0.5746, atom 62 (Si): 0.9375, atom 63 (C): -0.9316, atom 64 (C): -1.2159, atom 65 (C): -1.1537, atom 66 (H): 0.4534, atom 67 (H): 0.0424, atom 68 (H): 0.3592, atom 69 (H): 0.3917, atom 70 (H): 0.2979, atom 71 (H): 0.3526, atom 72 (H): 0.4348, atom 73 (H): 0.4580, atom 74 (H): 0.0019, atom 75 (H): 0.3194, atom 76 (H): 0.0501, atom 77 (H): 0.4937, atom 78 (H): 0.2368, atom 79 (H): 0.4239, atom 80 (H): 0.2285, atom 81 (H): -0.1261, atom 82 (H): 0.3265, atom 83 (H): 0.4996, atom 84 (H): 0.4685, atom 85 (H): 0.4234, atom 86 (H): -0.0270, atom 87 (H): 0.2921, atom 88 (H): 0.2832, atom 89 (H): 0.4108, atom 90 (H): 0.2512, atom 91 (H): 0.4582, atom 92 (H): 0.2824